C30H55N4O6PS2SiV as an isolated structure, computed with the ωB97M-V functional and the def2-TZVPD basis.

Geometry as XYZ:
```
100
Properties=species:S:1:pos:R:3:lowdin_charge:R:1
V -0.255 0.053 -0.482 0.82
O 2.411 -1.795 2.032 -0.27
S 1.283 -1.014 1.623 0.51
O 1.464 0.416 1.456 -0.32
O 0.670 -1.547 0.354 -0.39
C 0.088 -1.093 2.969 -0.20
C 0.541 -1.724 4.114 -0.05
C -0.185 -1.669 5.298 -0.05
C -1.370 -0.961 5.346 -0.05
C -1.847 -0.340 4.199 -0.05
C -1.136 -0.401 3.012 -0.21
S -2.005 0.206 1.576 0.55
O -1.921 -0.927 0.640 -0.40
O -3.292 0.641 2.003 -0.24
O -1.206 1.262 0.867 -0.37
H 1.485 -2.246 4.072 0.11
H 0.192 -2.176 6.176 0.11
H -1.940 -0.898 6.263 0.11
H -2.795 0.176 4.207 0.11
N 0.942 0.807 -1.472 -0.24
P 2.296 1.565 -1.827 0.66
N 3.031 0.813 -3.099 -0.19
C 4.282 1.305 -3.672 -0.21
C 4.226 1.234 -5.193 -0.18
C 3.921 -0.190 -5.648 -0.20
C 2.654 -0.708 -4.973 -0.19
C 2.759 -0.577 -3.460 -0.21
N 3.447 1.624 -0.654 -0.19
C 3.392 2.588 0.450 -0.18
C 4.781 3.206 0.662 -0.17
C 5.874 2.205 0.266 -0.19
C 5.402 0.788 0.574 -0.16
C 4.225 0.416 -0.335 -0.17
N 1.956 3.147 -2.151 -0.18
C 3.004 4.140 -2.428 -0.21
C 2.607 5.502 -1.876 -0.18
C 1.353 6.022 -2.584 -0.19
C 0.365 4.873 -2.853 -0.17
C 0.611 3.698 -1.921 -0.21
H 5.122 0.692 -3.313 0.12
H 4.469 2.322 -3.342 0.09
H 5.178 1.573 -5.606 0.11
H 3.447 1.915 -5.548 0.12
H 4.763 -0.838 -5.382 0.11
H 3.821 -0.232 -6.734 0.11
H 2.467 -1.750 -5.238 0.12
H 1.796 -0.122 -5.316 0.11
H 3.576 -1.214 -3.091 0.13
H 1.846 -0.894 -2.965 0.07
H 3.049 2.079 1.350 0.10
H 2.648 3.349 0.222 0.10
H 4.886 3.471 1.717 0.11
H 4.892 4.132 0.093 0.10
H 6.805 2.431 0.788 0.11
H 6.085 2.285 -0.805 0.11
H 5.098 0.725 1.622 0.12
H 6.203 0.061 0.436 0.11
H 3.602 -0.341 0.149 0.10
H 4.596 -0.008 -1.268 0.10
H 3.174 4.226 -3.509 0.12
H 3.938 3.813 -1.972 0.09
H 3.438 6.199 -1.997 0.12
H 2.428 5.408 -0.802 0.11
H 1.639 6.490 -3.528 0.11
H 0.885 6.799 -1.978 0.11
H 0.459 4.516 -3.882 0.11
H -0.666 5.208 -2.729 0.11
H -0.119 2.918 -2.099 0.06
H 0.492 4.013 -0.876 0.13
C -0.589 -1.518 -3.804 -0.19
Si -1.702 -0.701 -2.515 0.77
C -2.381 0.933 -3.288 -0.63
C -1.262 1.575 -4.125 -0.11
C -2.819 1.891 -2.175 -0.10
C -3.574 0.705 -4.221 -0.10
C -3.060 -2.011 -2.126 -0.63
C -3.647 -2.589 -3.426 -0.10
C -2.385 -3.172 -1.378 -0.10
C -4.234 -1.457 -1.311 -0.09
H -1.168 -1.859 -4.664 0.04
H -0.057 -2.380 -3.395 0.04
H 0.145 -0.806 -4.164 -0.02
H -0.302 1.582 -3.604 0.04
H -1.530 2.608 -4.378 0.09
H -1.121 1.034 -5.061 0.08
H -2.012 2.121 -1.478 0.04
H -3.636 1.467 -1.586 0.08
H -3.169 2.837 -2.603 0.09
H -3.333 0.005 -5.023 0.08
H -3.857 1.656 -4.688 0.09
H -4.446 0.328 -3.686 0.06
H -2.887 -3.049 -4.057 0.07
H -4.180 -1.841 -4.015 0.06
H -4.365 -3.374 -3.165 0.08
H -1.598 -3.624 -1.985 0.07
H -3.124 -3.954 -1.172 0.09
H -1.952 -2.858 -0.432 0.05
H -4.773 -0.686 -1.868 0.06
H -3.927 -1.037 -0.358 0.05
H -4.946 -2.264 -1.107 0.09
```

Electronic energy in eV: -114776.3276
Spin multiplicity: 2
HOMO (alpha / beta) in eV: -8.305 / -7.827

=====

A 6-piece molecular cluster, C30H55O17S6 overall in a non-equilibrium geometry, computed with the ωB97M-V functional and the def2-TZVPD basis.

Geometry as XYZ:
```
108
Properties=species:S:1:pos:R:3:lowdin_charge:R:1
C -1.161 -0.940 1.201 -0.02
C -0.562 -1.324 -0.179 -0.41
C -1.627 -2.146 -0.924 -0.10
C -2.719 -1.217 -1.516 -0.18
C -4.103 -1.858 -1.581 -0.22
C -4.918 -1.666 -0.289 -0.20
S -5.629 -3.204 0.255 0.58
O -6.613 -2.979 1.267 -0.29
O -4.571 -4.101 0.607 -0.27
O -6.318 -3.743 -1.083 -0.16
C -0.038 -0.124 -0.955 -0.10
O 0.877 -0.728 -1.909 0.01
C 1.280 -1.959 -1.461 -0.44
O 1.891 -2.724 -2.134 0.12
C 0.798 -2.044 -0.016 -0.08
C 0.856 -3.388 0.732 -0.68
O 0.226 -3.495 1.801 -0.03
O 1.574 -4.260 0.208 -0.03
H -1.239 0.155 1.235 0.08
H -2.180 -1.299 1.313 0.07
H -0.524 -1.232 2.022 0.04
H -2.133 -2.819 -0.237 0.12
H -1.188 -2.744 -1.724 0.13
H -2.410 -1.006 -2.541 0.11
H -2.733 -0.270 -0.981 0.11
H -4.014 -2.905 -1.859 0.11
H -4.674 -1.379 -2.375 0.05
H -5.737 -0.979 -0.480 0.09
H -4.285 -1.327 0.525 0.10
H -6.046 -4.670 -1.177 0.10
H -0.742 0.404 -1.595 0.12
H 0.501 0.586 -0.328 0.13
H 1.410 -1.263 0.452 0.17
C -1.239 1.134 6.876 -0.23
C -2.122 -0.099 6.629 -0.22
C -2.247 -0.277 5.111 -0.21
S -0.748 0.419 4.398 0.65
O -1.115 1.574 3.615 -0.33
O 0.059 -0.639 3.866 -0.30
C -0.040 0.981 5.944 -0.23
H -0.928 1.208 7.918 0.11
H -1.794 2.041 6.623 0.11
H -1.645 -0.979 7.066 0.12
H -3.102 0.006 7.093 0.11
H -2.316 -1.323 4.822 0.11
H -3.092 0.276 4.708 0.10
H 0.505 1.904 5.772 0.09
H 0.637 0.203 6.295 0.11
C 2.206 5.573 4.021 -0.22
C 3.603 5.414 3.402 -0.22
C 3.768 3.945 3.007 -0.22
S 2.118 3.330 2.658 0.67
O 1.783 2.323 3.630 -0.32
O 1.985 3.079 1.247 -0.31
C 1.254 4.840 3.078 -0.22
H 1.927 6.620 4.133 0.11
H 2.181 5.110 5.011 0.11
H 3.682 6.037 2.514 0.08
H 4.388 5.724 4.093 0.11
H 4.379 3.829 2.116 0.08
H 4.177 3.348 3.820 0.10
H 0.294 4.591 3.525 0.11
H 1.106 5.398 2.154 0.11
C -8.432 -0.508 -5.991 -0.22
C -9.357 -0.577 -4.768 -0.22
C -8.631 -1.390 -3.688 -0.21
S -6.874 -1.157 -3.985 0.67
O -6.294 -2.418 -4.364 -0.30
O -6.322 -0.349 -2.925 -0.33
C -7.053 -0.145 -5.450 -0.23
H -8.778 0.223 -6.720 0.11
H -8.394 -1.482 -6.482 0.12
H -9.550 0.433 -4.401 0.12
H -10.319 -1.024 -5.013 0.11
H -8.865 -1.047 -2.684 0.11
H -8.840 -2.455 -3.774 0.11
H -6.240 -0.362 -6.139 0.11
H -7.011 0.898 -5.136 0.11
C 7.042 4.540 -1.068 -0.22
C 6.349 4.995 -2.358 -0.21
C 5.092 5.776 -1.952 -0.21
S 5.446 6.489 -0.342 0.68
O 4.564 5.887 0.628 -0.32
O 5.566 7.921 -0.455 -0.32
C 7.071 5.764 -0.155 -0.23
H 8.046 4.163 -1.257 0.12
H 6.464 3.741 -0.600 0.12
H 7.020 5.645 -2.924 0.12
H 6.094 4.152 -2.997 0.12
H 4.861 6.580 -2.646 0.10
H 4.229 5.122 -1.840 0.11
H 7.242 5.524 0.892 0.11
H 7.799 6.499 -0.496 0.11
C 3.735 -5.376 -2.121 -0.22
C 4.814 -4.601 -1.370 -0.21
C 6.045 -5.514 -1.263 -0.22
S 5.980 -6.611 -2.686 0.66
O 5.791 -7.966 -2.224 -0.34
O 7.055 -6.287 -3.600 -0.36
C 4.430 -5.997 -3.332 -0.23
H 2.914 -4.728 -2.413 0.09
H 3.330 -6.158 -1.476 0.12
H 5.071 -3.699 -1.929 0.12
H 4.462 -4.289 -0.388 0.11
H 6.979 -4.958 -1.293 0.09
H 6.012 -6.135 -0.369 0.10
H 3.876 -6.816 -3.784 0.10
H 4.666 -5.242 -4.083 0.10
```

Electronic energy in eV: -131820.9825
Charge: -1
HOMO in eV: -4.223

=====

C30H56CsN5O3S2Si3 as an isolated structure in a non-equilibrium geometry, computed with the ωB97M-V functional and the def2-TZVPD basis.

Geometry as XYZ:
```
100
Properties=species:S:1:pos:R:3:lowdin_charge:R:1
Cs -1.876 1.000 0.883 1.18
N 1.632 2.334 0.596 0.02
C 2.050 2.873 1.874 -0.29
C 1.888 4.394 1.903 -0.20
C 0.429 4.824 2.048 -0.31
N -0.337 4.397 0.903 0.00
H 1.705 1.323 0.615 0.05
H 2.260 2.666 -0.138 0.03
H 3.107 2.635 2.114 0.11
H 1.427 2.426 2.652 0.10
H 2.293 4.796 0.972 0.11
H 2.465 4.804 2.737 0.10
H 0.404 5.924 2.216 0.10
H 0.003 4.348 2.937 0.11
H -0.035 4.879 0.064 0.07
H -1.333 4.509 1.031 0.05
C -1.150 1.098 4.763 -0.18
O -0.788 0.457 3.589 -0.43
Si 0.174 -0.922 3.557 0.30
C -0.271 -1.970 5.124 -0.17
C 1.945 -0.312 3.996 -0.15
C -0.173 -1.663 1.903 -0.49
Si 1.234 -2.643 1.196 0.40
C 0.802 -3.995 -0.101 -0.18
C 2.316 -3.632 2.454 -0.19
C 2.514 -1.495 0.328 -0.18
Si -1.902 -2.358 1.760 0.34
C -3.223 -1.330 2.682 -0.23
C -2.179 -4.154 2.427 -0.18
C -2.539 -2.395 -0.045 -0.19
H -1.803 0.467 5.377 0.08
H -1.690 2.017 4.517 0.08
H -0.277 1.363 5.372 0.08
H 0.041 -1.522 6.066 0.02
H 0.196 -2.946 5.046 0.01
H -1.341 -2.139 5.168 0.01
H 1.924 0.605 4.579 0.02
H 2.508 -0.111 3.096 0.00
H 2.493 -1.056 4.567 0.01
H 0.234 -4.793 0.362 0.01
H 1.691 -4.447 -0.535 0.02
H 0.199 -3.604 -0.910 -0.01
H 1.702 -4.344 2.999 0.01
H 2.749 -2.954 3.182 0.00
H 3.133 -4.185 1.993 0.01
H 2.037 -0.877 -0.426 0.00
H 3.327 -2.035 -0.153 0.02
H 2.956 -0.828 1.061 0.00
H -2.944 -1.165 3.717 0.01
H -4.195 -1.819 2.663 0.02
H -3.351 -0.359 2.211 -0.10
H -1.901 -4.223 3.474 0.01
H -1.559 -4.859 1.883 0.00
H -3.210 -4.483 2.332 0.01
H -2.285 -1.486 -0.583 -0.02
H -3.621 -2.496 -0.068 0.00
H -2.122 -3.231 -0.597 0.01
C 2.243 -2.663 -3.411 -0.09
C 0.806 -2.365 -3.838 -0.22
C 0.147 -1.289 -2.972 -0.23
N 0.943 -0.095 -2.923 0.01
C 0.438 1.155 -2.854 -0.87
S -1.179 1.499 -3.061 0.60
N 1.326 2.175 -2.693 0.07
C 2.739 2.096 -2.692 -0.47
O 3.356 2.773 -1.841 -0.06
C 3.344 1.289 -3.714 -0.20
C 2.672 0.923 -4.911 -0.08
C 3.290 0.133 -5.846 -0.14
C 4.585 -0.342 -5.647 -0.16
C 5.274 0.039 -4.495 -0.14
C 4.681 0.850 -3.559 -0.06
H 2.595 -3.580 -3.882 0.07
H 2.296 -2.786 -2.332 0.05
H 2.912 -1.859 -3.708 0.05
H 0.202 -3.273 -3.751 0.10
H 0.801 -2.057 -4.886 0.10
H -0.001 -1.685 -1.958 0.10
H -0.829 -1.015 -3.383 0.07
H 1.893 -0.206 -2.584 0.11
H 0.940 2.990 -2.233 0.12
H 1.675 1.298 -5.095 0.10
H 2.761 -0.129 -6.754 0.09
H 5.049 -0.990 -6.375 0.07
H 6.282 -0.317 -4.335 0.08
H 5.208 1.150 -2.666 0.10
S -6.361 -0.918 0.145 0.44
C -5.667 0.428 -0.594 -0.72
O -3.586 2.861 0.868 -0.44
N -4.277 2.523 -0.180 -0.29
C -5.432 1.746 0.040 -0.24
C -6.430 1.589 -1.156 -0.26
C -6.057 2.291 -2.367 -0.06
C -4.818 2.838 -2.489 -0.08
C -3.943 2.926 -1.389 -0.08
H -5.814 1.929 1.047 0.14
H -7.502 1.610 -0.938 0.12
H -6.793 2.387 -3.154 0.10
H -4.500 3.300 -3.413 0.10
H -3.008 3.462 -1.452 0.11
```

Electronic energy in eV: -91464.2138
Charge: -2
HOMO (alpha / beta) in eV: -1.638 / -0.068

=====

A 3-piece molecular cluster, C30H56N8O9PSi overall in a non-equilibrium geometry, computed with the ωB97M-V functional and the def2-TZVPD basis.

Geometry as XYZ:
```
105
Properties=species:S:1:pos:R:3:lowdin_charge:R:1
C 6.096 -2.177 -0.902 -0.08
O 4.683 -2.319 -0.892 -0.20
C 4.170 -2.918 0.278 -0.24
C 2.691 -2.606 0.411 -0.16
C 1.963 -2.737 -0.939 -0.15
C 1.912 -1.399 -1.698 -0.09
C 0.690 -1.221 -2.623 -0.42
C 1.014 -1.989 -3.902 -0.09
C 2.131 -1.486 -4.759 -0.23
N 2.843 -0.478 -4.485 0.12
O -0.479 -1.851 -2.113 0.01
C -1.186 -1.116 -1.116 -0.45
N -1.484 -1.969 0.007 0.16
C -2.540 -0.628 -1.677 -0.05
C -3.624 -0.395 -0.624 -0.32
O -4.357 0.754 -1.099 -0.04
C -4.584 -1.627 -0.500 -0.22
N -5.866 -1.373 -1.135 0.01
N -0.492 0.107 -0.655 0.10
C 0.213 0.054 0.627 -0.16
O 1.291 0.947 0.580 -0.09
C 1.523 1.564 1.845 -0.26
O 2.737 2.206 1.829 -0.08
C 3.852 1.318 1.906 -0.16
C 4.870 1.801 2.915 -0.21
O 4.508 1.441 4.245 -0.06
C 0.056 0.819 -1.672 -0.35
N 0.184 2.139 -1.564 0.12
P -0.371 3.239 -0.387 0.40
O -0.892 4.398 -1.104 -0.22
O -1.445 2.521 0.512 -0.06
O 0.858 3.554 0.533 -0.11
N 0.419 0.227 -2.827 0.09
Si -0.512 0.742 -4.321 0.58
C 0.590 1.103 -5.790 -0.17
C -1.471 2.345 -4.065 -0.15
C -1.801 -0.490 -4.915 -0.15
H 6.478 -2.507 -1.863 0.09
H 6.347 -1.123 -0.807 0.09
H 6.575 -2.765 -0.125 0.09
H 4.291 -4.005 0.220 0.13
H 4.730 -2.587 1.155 0.12
H 2.282 -3.325 1.117 0.12
H 2.592 -1.602 0.812 0.08
H 1.001 -3.227 -0.837 0.10
H 2.584 -3.412 -1.521 0.11
H 2.811 -1.357 -2.293 0.10
H 2.028 -0.571 -1.006 0.11
H 0.145 -2.180 -4.527 0.11
H 1.325 -2.977 -3.563 0.14
H 2.318 -2.073 -5.659 0.13
H 3.555 -0.323 -5.194 0.07
H -2.111 -2.692 -0.322 0.10
H -0.651 -2.449 0.328 0.08
H -2.886 -1.327 -2.431 0.12
H -2.407 0.333 -2.164 0.09
H -3.228 -0.115 0.344 0.13
H -4.475 1.360 -0.369 0.08
H -4.100 -2.527 -0.883 0.10
H -4.810 -1.725 0.553 0.09
H -6.558 -2.026 -0.803 0.07
H -5.802 -1.405 -2.141 0.07
H -0.480 0.335 1.420 0.14
H 0.574 -0.940 0.872 0.12
H 1.468 0.845 2.669 0.16
H 0.757 2.321 2.004 0.10
H 4.307 1.228 0.921 0.13
H 3.549 0.316 2.207 0.12
H 5.810 1.308 2.667 0.12
H 4.967 2.878 2.871 0.13
H 4.483 0.483 4.287 0.08
H 0.633 2.595 -2.346 0.14
H -2.286 2.580 0.035 0.10
H 0.516 4.027 1.312 0.07
H 0.771 0.196 -6.356 0.03
H 0.089 1.815 -6.439 0.04
H 1.538 1.538 -5.492 0.03
H -2.173 2.282 -3.238 0.03
H -0.826 3.207 -3.943 0.04
H -2.042 2.444 -4.983 0.05
H -2.805 -0.102 -4.775 0.04
H -1.776 -1.468 -4.443 0.02
H -1.655 -0.649 -5.980 0.05
N -5.227 -3.337 2.640 0.04
C -6.297 -2.814 3.236 -0.16
C -6.525 -2.876 4.602 -0.07
C -5.591 -3.521 5.396 -0.07
C -4.473 -4.073 4.793 -0.07
C -4.339 -3.953 3.419 -0.16
H -7.007 -2.322 2.580 0.10
H -7.413 -2.432 5.030 0.10
H -5.733 -3.593 6.466 0.11
H -3.720 -4.587 5.374 0.10
H -3.478 -4.371 2.909 0.10
N 0.450 5.406 3.468 0.06
C 0.169 5.903 4.670 -0.14
C 0.867 5.564 5.819 -0.06
C 1.909 4.657 5.715 -0.06
C 2.215 4.128 4.471 -0.04
C 1.460 4.539 3.384 -0.15
H -0.656 6.605 4.709 0.11
H 0.597 6.000 6.771 0.11
H 2.475 4.365 6.590 0.11
H 3.014 3.414 4.352 0.08
H 1.658 4.163 2.391 0.07
```

Electronic energy in eV: -79528.7776
Charge: +1
HOMO in eV: -11.173